Below is a molecular structure, C71H56FeN3O2P3SSi, with properties calculated with ωB97M-V/def2-TZVPD.

- highest occupied orbital energy (alpha / beta) (eV) = -5.2 / -5.2
- total energy (a.u.) = -6029.4347
- gap between HOMO and LUMO (alpha / beta) (eV) = 5.33 / 5.33

Last column: Mulliken charge in e.
Geometry (Å):
1 Fe -0.022 -0.276 0.378  0.3092
2 C 0.057 1.138 6.497  -1.0243
3 C 0.218 -0.239 6.520  -0.8290
4 C 0.206 -0.967 5.346  -0.6303
5 C 0.025 -0.327 4.121  1.0842
6 C -0.146 1.052 4.115  0.6260
7 C -0.127 1.784 5.288  -0.5498
8 P -0.106 -1.269 2.539  2.8107
9 C -1.472 -2.371 3.030  1.1398
10 C -1.507 -3.695 2.592  -0.3621
11 C -2.647 -4.461 2.740  -0.7730
12 C -3.783 -3.919 3.319  -1.0779
13 C -3.743 -2.622 3.810  -0.7178
14 C -2.602 -1.857 3.674  -1.3831
15 C 1.378 -2.328 2.669  0.4379
16 C 1.495 -3.368 3.588  -0.1165
17 C 2.698 -4.029 3.745  -1.1759
18 C 3.805 -3.644 3.003  -0.9666
19 C 3.672 -2.655 2.043  0.0542
20 C 2.463 -2.005 1.844  0.7585
21 Si 2.149 -0.887 0.320  -1.1251
22 C 3.481 0.467 0.212  1.6474
23 C 4.841 0.415 -0.039  -0.6937
24 C 5.562 1.582 -0.236  -1.1206
25 C 4.931 2.815 -0.197  -1.0271
26 C 3.580 2.891 0.089  -1.1245
27 C 2.870 1.718 0.300  -0.3435
28 P 1.158 1.664 0.923  1.2601
29 C 1.746 2.524 2.435  0.9520
30 C 2.644 1.868 3.278  -0.2973
31 C 3.174 2.523 4.370  -0.8568
32 C 2.823 3.838 4.637  -0.9009
33 C 1.934 4.495 3.804  -0.4901
34 C 1.395 3.841 2.710  -0.5270
35 C -1.653 3.639 -0.398  0.8551
36 C -2.606 3.823 -1.387  -0.9064
37 C -3.947 3.801 -1.052  -0.7824
38 C -4.330 3.610 0.265  -1.0368
39 C -3.373 3.416 1.246  -0.5566
40 C -2.029 3.416 0.915  0.4128
41 C 2.382 -1.912 -1.286  1.0442
42 C 3.554 -2.086 -2.012  -0.3197
43 C 3.594 -2.918 -3.114  -1.0896
44 C 2.467 -3.643 -3.479  -1.2902
45 C 1.288 -3.477 -2.780  -0.8088
46 C 1.231 -2.567 -1.732  0.3450
47 P -0.221 -2.378 -0.660  1.9193
48 C -0.157 -4.152 -0.168  0.7654
49 C 1.048 -4.618 0.365  -0.2911
50 C 1.202 -5.943 0.718  -0.7575
51 C 0.166 -6.842 0.527  -0.9548
52 C -1.020 -6.399 -0.035  -0.7412
53 C -1.188 -5.068 -0.370  -0.4710
54 C -1.690 -2.486 -1.728  0.3972
55 C -2.899 -2.559 -1.025  0.0278
56 C -4.100 -2.675 -1.698  -0.6006
57 C -4.118 -2.670 -3.083  -1.2235
58 C -2.928 -2.544 -3.786  -1.0468
59 C -1.718 -2.458 -3.118  -0.9875
60 H 0.059 1.702 7.419  0.4244
61 H 0.341 -0.750 7.465  0.4149
62 H 0.324 -2.038 5.391  0.3462
63 H -0.296 1.560 3.173  -0.4501
64 H -0.255 2.857 5.255  0.4404
65 H -0.625 -4.134 2.156  0.0848
66 H -2.644 -5.483 2.387  0.5151
67 H -4.687 -4.503 3.411  0.4156
68 H -4.618 -2.202 4.288  0.4501
69 H -2.577 -0.858 4.083  0.6151
70 H 0.636 -3.691 4.158  0.3677
71 H 2.774 -4.849 4.445  0.4163
72 H 4.756 -4.136 3.153  0.4082
73 H 4.518 -2.392 1.424  0.2566
74 H 5.357 -0.534 -0.069  0.3763
75 H 6.625 1.526 -0.423  0.4091
76 H 5.498 3.718 -0.372  0.4461
77 H 3.075 3.846 0.144  0.5649
78 H 2.925 0.843 3.066  0.1748
79 H 3.874 2.013 5.016  0.4882
80 H 3.242 4.347 5.492  0.3815
81 H 1.663 5.524 3.996  0.4645
82 H 0.722 4.368 2.049  0.0864
83 H -2.289 3.990 -2.405  0.5138
84 H -4.696 3.945 -1.815  0.4381
85 H -5.377 3.614 0.524  0.3983
86 H -3.672 3.273 2.274  0.5163
87 H -1.276 3.261 1.675  0.0930
88 H 4.451 -1.570 -1.710  0.2979
89 H 4.511 -3.032 -3.675  0.4289
90 H 2.516 -4.345 -4.299  0.4436
91 H 0.423 -4.078 -3.023  0.6159
92 H 1.869 -3.933 0.502  0.4029
93 H 2.138 -6.272 1.146  0.4970
94 H 0.284 -7.880 0.799  0.3931
95 H -1.826 -7.096 -0.214  0.4834
96 H -2.130 -4.752 -0.787  0.3704
97 H -2.878 -2.540 0.058  0.0405
98 H -5.023 -2.750 -1.142  0.5272
99 H -5.057 -2.754 -3.610  0.3866
100 H -2.939 -2.508 -4.866  0.4783
101 H -0.802 -2.348 -3.677  0.8775
102 N -2.372 0.333 -1.884  1.6075
103 C -2.843 0.301 -0.601  -0.8391
104 C -4.231 0.228 -0.443  -0.9049
105 C -4.790 0.259 0.809  -1.3237
106 C -3.918 0.412 1.896  -1.4376
107 C -2.574 0.462 1.658  -0.5753
108 N -1.986 0.360 0.448  1.9439
109 C -1.102 0.401 -2.390  -0.9987
110 C -0.982 0.328 -3.789  -0.9420
111 C 0.241 0.490 -4.386  -1.1648
112 C 1.330 0.775 -3.553  -1.0715
113 C 1.131 0.810 -2.198  -0.1507
114 N -0.038 0.573 -1.576  1.1864
115 H -3.082 0.183 -2.587  0.4448
116 H -4.853 0.166 -1.323  0.5800
117 H -5.856 0.196 0.946  0.4994
118 H -4.302 0.509 2.897  0.6155
119 H -1.895 0.612 2.480  -0.1935
120 H -1.872 0.148 -4.375  0.5496
121 H 0.355 0.417 -5.457  0.5090
122 H 2.307 0.983 -3.958  0.6598
123 H 1.959 1.069 -1.560  -0.2256
124 O -0.250 10.546 0.459  -0.4994
125 C 0.543 9.846 -0.395  0.6113
126 O 1.349 10.434 -1.078  -0.5740
127 C 0.362 8.386 -0.443  1.0994
128 C -0.409 7.648 0.467  -1.1029
129 C -0.518 6.281 0.345  -1.1061
130 C 0.134 5.611 -0.687  0.9558
131 S 0.066 3.842 -0.859  0.4006
132 C 0.907 6.331 -1.598  -0.5735
133 C 1.018 7.694 -1.474  -0.9007
134 H -0.882 9.977 0.917  0.2831
135 H -0.908 8.123 1.305  0.1680
136 H -1.126 5.738 1.053  0.3016
137 H 1.407 5.799 -2.392  0.5462
138 H 1.607 8.266 -2.175  0.4524